(1)
# C18H26FN2O7

2 unconnected molecules or ions with the total composition C18H26FN2O7 in a non-equilibrium geometry (the ωB97M-V functional and the def2-TZVPD basis, OMol25).

**HOMO-LUMO gap**: 7.76 eV
**DFT total energy**: -39110.538 eV
**Molecular weight**: 401.41 g/mol
**Maximum force**: 0.031 Eh/bohr

The geometry in ORCA input format:
```
! RIJCOSX wB97M-V def2-TZVPD def2/J DEFGRID3
* xyz 1 1
F 1.695 -3.638 0.331
O -3.502 -3.378 -0.845
O 5.718 -5.436 -0.288
O 0.486 5.883 -2.389
O 0.451 5.714 -0.133
O 3.607 -4.855 0.279
O -3.721 -1.175 -1.333
O 5.035 -3.295 -0.462
N 2.684 1.716 1.349
N 2.594 0.535 0.760
C 4.881 -4.619 -0.175
C 1.680 2.496 1.686
C -3.349 -2.081 -0.602
C -1.159 0.313 0.664
C -0.779 2.990 1.842
C 0.363 2.114 1.473
C 1.579 3.992 -1.458
C -4.017 -5.202 -2.281
C 0.200 0.867 0.909
C 3.034 -3.609 0.595
C -3.896 -3.698 -2.197
C 0.780 5.271 -1.394
C 3.762 -2.668 -0.334
C -0.526 4.499 1.775
C -1.245 -1.170 0.301
C -2.600 -1.788 0.673
C 1.354 0.159 0.563
C -0.745 5.128 0.388
H 3.862 -1.664 0.072
H 2.407 4.045 -0.764
H 3.628 2.026 1.544
H 1.931 3.876 -2.470
H -3.194 -1.159 1.319
H -1.718 0.462 1.586
H 0.474 4.787 2.081
H -1.661 0.941 -0.068
H -1.593 2.772 1.159
H -1.164 2.736 2.825
H -0.455 -1.720 0.799
H -3.091 -5.634 -1.923
H 1.911 3.443 2.132
H -1.088 -1.257 -0.767
H -1.458 5.931 0.514
H -2.407 -2.736 1.159
H -4.826 -5.542 -1.649
H 3.178 -3.402 1.657
H 0.949 3.138 -1.226
H 1.238 -0.796 0.085
H -3.137 -3.371 -2.894
H -4.201 -5.504 -3.302
H -1.185 4.423 -0.313
H 3.280 -2.617 -1.313
H -4.847 -3.233 -2.407
H -1.195 4.988 2.466
*
```

=====

(2)
# C15H33N9O18

10 unconnected molecules or ions with the total composition C15H33N9O18 in a non-equilibrium geometry (the ωB97M-V functional and the def2-TZVPD basis, OMol25).

**Energy relative to the best compared isomer or geometry (same formula, charge and spin)**: 0.0 kJ/mol
**SMILES string**: C[N+](=O)[O-].C[N+](=O)[O-].C[N+](=O)[O-].C[N+](=O)[O-].C[N+](=O)[O-].C[N+](=O)[O-].C[N+](=O)[O-].C[N+](=O)[O-].C[N+](=O)[O-].c1ccccc1
**HOMO-LUMO gap**: 9.11 eV
**DFT total energy**: -66330.687 eV
**Molecular weight**: 627.47 g/mol
**Maximum force**: 0.030 Eh/bohr

The geometry in ORCA input format:
```
! RIJCOSX wB97M-V def2-TZVPD def2/J DEFGRID3
* xyz 0 1
O -0.381 2.557 -1.753
O -0.397 1.083 5.142
O -4.881 -1.636 -1.325
O -0.705 4.110 1.305
O 1.239 -0.987 1.030
O -2.093 5.729 1.250
O -4.465 1.291 3.084
O 2.973 0.231 5.763
O -0.946 0.725 -4.122
O -0.136 2.406 3.467
O 0.651 -0.138 -0.835
O 4.761 -0.674 5.042
O -2.420 2.111 -1.375
O -6.417 1.735 2.355
O -0.204 -1.227 -4.512
O -3.247 -1.411 0.001
O 3.889 -6.152 1.192
O 3.146 -5.360 3.052
N 3.591 -0.407 4.953
N -0.776 1.961 4.402
N 0.508 -0.286 0.360
N 3.342 -5.307 1.857
N -1.066 5.188 0.907
N -3.719 -1.444 -1.109
N -1.552 2.681 -1.990
N -0.073 -0.108 -4.111
N -5.259 1.494 2.196
C 4.081 -4.426 -2.974
C -0.562 0.494 1.043
C 3.186 -2.538 -1.788
C -1.983 3.584 -3.099
C 2.910 -4.549 -3.694
C 4.212 -3.448 -1.979
C 1.853 -3.656 -3.486
C -2.804 -1.227 -2.265
C -0.195 5.981 0.008
C 2.810 -0.958 3.808
C 2.023 -2.671 -2.547
C 1.280 0.281 -3.630
C -2.178 2.483 4.611
C -4.743 1.350 0.815
C 2.952 -4.042 1.176
H -2.181 3.089 5.510
H -1.443 0.020 0.615
H -1.915 -1.814 -2.063
H -2.391 3.093 3.742
H -0.830 6.324 -0.799
H 0.141 6.808 0.632
H -3.337 -1.633 -3.117
H 3.501 -1.359 3.079
H -3.722 1.713 0.843
H 5.108 -3.414 -1.372
H 4.880 -5.121 -3.201
H 1.843 0.506 -4.535
H 1.258 -1.927 -2.341
H 2.240 -0.131 3.396
H -3.033 3.790 -2.926
H 1.206 1.201 -3.062
H 2.172 -4.211 0.437
H 0.929 -3.740 -4.040
H -1.459 4.530 -3.000
H -0.471 1.529 0.730
H 1.663 -0.574 -3.087
H 2.543 -3.354 1.904
H -2.587 -0.165 -2.282
H -0.438 0.345 2.105
H -1.780 3.048 -4.018
H 3.852 -3.685 0.693
H -2.767 1.579 4.688
H 0.695 5.433 -0.276
H 3.364 -1.790 -1.026
H 2.120 -1.673 4.244
H -4.752 0.271 0.651
H 2.755 -5.338 -4.420
H -5.368 1.826 0.072
*
```

=====

(3)
# C32H32Br2GeMnN4O3PS2

A molecular structure, C32H32Br2GeMnN4O3PS2 (the ωB97M-V functional and the def2-TZVPD basis, OMol25).

**Energy relative to the best compared isomer or geometry (same formula, charge and spin)**: 0.0 kJ/mol
**HOMO-LUMO gap (alpha / beta)**: 5.91 / 7.43 eV
**DFT total energy**: -304674.680 eV
**Molecular weight**: 903.10 g/mol
**Maximum force**: 0.014 Eh/bohr

The geometry in ORCA input format:
```
! RIJCOSX wB97M-V def2-TZVPD def2/J DEFGRID3
* xyz 2 5
Br -5.398 -2.714 3.834
Br -5.794 4.188 0.103
Ge -0.414 0.213 -3.802
Mn -0.445 0.227 0.451
S 0.712 0.522 -1.648
S 0.640 -1.773 0.010
P 1.179 1.427 2.068
O -0.325 1.471 2.658
O 0.979 2.625 0.988
O 2.157 2.076 3.111
N 3.278 -3.968 -1.601
N 3.193 -0.202 -4.132
N -1.883 -0.780 1.553
N -2.074 1.470 0.161
C -1.698 -1.897 2.263
C 2.116 3.242 0.319
C 2.390 -1.604 -2.122
C 1.425 -1.061 -1.359
C -1.876 2.212 4.344
C 1.591 4.268 -0.649
C -4.325 1.884 0.807
C -3.123 3.499 -0.509
C -0.882 -2.563 -3.160
C -0.916 2.662 3.275
C 0.422 -2.144 -5.152
C 0.517 -3.511 -5.370
C -3.195 1.090 0.803
C 2.885 -0.865 -3.248
C -3.598 2.875 -4.106
C -3.976 -1.934 2.929
C -2.127 1.040 -3.544
C -4.174 -0.763 2.202
C -0.292 -1.663 -4.054
C -2.336 2.295 -4.119
C 2.883 -2.918 -1.834
C -4.460 0.965 -2.923
C -0.072 -4.397 -4.481
C -3.204 0.381 -2.942
C -4.285 3.101 0.136
C 3.093 1.295 3.929
C -2.039 2.646 -0.473
C -2.713 -2.505 2.975
C -3.102 -0.201 1.538
C -0.768 -3.926 -3.374
C 4.501 1.652 3.542
C -4.658 2.210 -3.512
H 5.197 1.124 4.193
H 2.749 3.689 1.085
H -3.080 -0.608 -2.523
H -0.108 3.275 3.677
H 2.682 2.461 -0.195
H -3.060 4.442 -1.029
H 0.505 1.093 -4.642
H 4.675 2.721 3.656
H 2.863 1.560 4.959
H -5.296 0.435 -2.487
H 0.912 -1.459 -5.834
H -5.646 2.650 -3.525
H -2.653 1.569 3.929
H -3.757 3.833 -4.582
H 0.966 4.999 -0.138
H 1.018 3.801 -1.452
H -1.404 -2.211 -2.279
H 2.881 0.235 3.783
H -1.215 -4.623 -2.680
H 4.715 1.365 2.513
H -2.519 -3.404 3.540
H 2.425 4.797 -1.108
H 0.021 -5.461 -4.644
H -1.412 3.220 2.479
H -1.359 1.666 5.131
H 1.064 -3.882 -6.225
H -5.222 1.584 1.324
H -1.523 2.811 -4.617
H -0.702 -2.322 2.262
H -2.358 3.080 4.791
H -1.108 2.912 -0.955
H -5.152 -0.310 2.170
*
```

=====

(4)
# C3H3BrFNO4

2 unconnected molecules or ions with the total composition C3H3BrFNO4 in a non-equilibrium geometry (the ωB97M-V functional and the def2-TZVPD basis, OMol25).

**Energy relative to the best compared isomer or geometry (same formula, charge and spin)**: 109.7 kJ/mol
**HOMO-LUMO gap (alpha / beta)**: 6.86 / 8.74 eV
**DFT total energy**: -85591.100 eV
**Molecular weight**: 215.96 g/mol
**Maximum force**: 0.065 Eh/bohr

The geometry in ORCA input format:
```
! RIJCOSX wB97M-V def2-TZVPD def2/J DEFGRID3
* xyz 0 3
Br 4.253 1.600 -0.137
F 4.129 -0.410 1.877
O 1.279 -0.099 0.403
O 4.827 -2.211 0.488
O 1.809 -2.035 -0.765
O 4.740 -1.109 -1.398
N 4.645 -1.229 -0.205
C -0.210 0.043 0.663
C 4.084 -0.158 0.551
C 1.854 -1.038 -0.159
H -0.460 -0.586 1.422
H -0.231 1.142 0.831
H -0.718 -0.442 -0.199
*
```

=====

(5)
# C10H11N4O6S2Sc

A molecular structure, C10H11N4O6S2Sc in a non-equilibrium geometry (the ωB97M-V functional and the def2-TZVPD basis, OMol25).

**HOMO-LUMO gap**: 4.81 eV
**DFT total energy**: -71159.386 eV
**Molecular weight**: 392.31 g/mol
**Maximum force**: 0.128 Eh/bohr

The geometry in ORCA input format:
```
! RIJCOSX wB97M-V def2-TZVPD def2/J DEFGRID3
* xyz 0 1
Sc 0.005 -0.019 0.012
S -0.486 4.124 -2.325
S 2.952 2.514 2.813
O -2.217 -0.451 -0.429
O -0.714 -0.620 1.925
O -0.393 -3.207 -0.326
O -2.091 -2.139 2.769
O 0.242 -0.691 -2.112
O 1.300 -1.683 -0.063
N -0.155 1.936 -1.031
N 1.386 1.224 1.259
N -1.596 1.736 -2.875
N 2.316 -0.118 2.930
C -0.780 2.445 -2.073
C 0.128 -2.112 -0.442
C 0.558 4.133 -0.950
C 2.154 1.070 2.298
C 1.416 2.534 0.795
C -1.720 -1.326 1.791
C -0.888 -0.999 -1.259
C 0.615 2.905 -0.396
C 2.205 3.368 1.509
C -2.648 -1.357 0.578
H -0.109 0.162 -1.629
H -1.901 0.839 -2.500
H -3.636 -0.995 0.896
H 2.610 -0.110 3.891
H 1.059 5.034 -0.643
H -1.344 -1.488 -2.155
H -1.334 -2.159 3.378
H -2.294 2.236 -3.399
H -2.761 -2.365 0.174
H 2.396 4.416 1.356
H 1.631 -0.823 2.695
*
```

=====

(6)
# C3H11NO

2 unconnected molecules or ions with the total composition C3H11NO in a non-equilibrium geometry (the ωB97M-V functional and the def2-TZVPD basis, OMol25).

**Energy relative to the best compared isomer or geometry (same formula, charge and spin)**: 34.2 kJ/mol
**SMILES string**: CC(C)N.O
**HOMO-LUMO gap**: 10.82 eV
**DFT total energy**: -6826.891 eV
**Molecular weight**: 77.13 g/mol
**Maximum force**: 0.033 Eh/bohr

The geometry in ORCA input format:
```
! RIJCOSX wB97M-V def2-TZVPD def2/J DEFGRID3
* xyz 0 1
O 2.753 -0.201 0.152
N -0.052 -1.039 -0.533
C -0.868 0.209 -0.403
C 0.006 1.274 0.326
C -2.190 -0.031 0.309
H -0.464 2.256 0.533
H 0.919 1.433 -0.230
H 0.208 0.854 1.320
H 3.238 -0.863 0.643
H -1.922 -0.093 1.377
H -0.300 -1.340 -1.467
H -2.654 -0.992 0.073
H 1.863 -0.570 0.027
H -1.038 0.671 -1.381
H -0.217 -1.780 0.132
H -2.944 0.755 0.188
*
```

=====

(7)
# C17H31FN3O7

2 unconnected molecules or ions with the total composition C17H31FN3O7 (the ωB97M-V functional and the def2-TZVPD basis, OMol25).

**HOMO-LUMO gap**: 6.41 eV
**DFT total energy**: -39653.000 eV
**Molecular weight**: 408.45 g/mol
**Maximum force**: 0.014 Eh/bohr

The geometry in ORCA input format:
```
! RIJCOSX wB97M-V def2-TZVPD def2/J DEFGRID3
* xyz -1 1
F -4.255 -2.692 -0.051
O -4.012 -1.451 -2.983
O 3.059 3.389 1.274
O -3.804 -5.287 -0.307
O 1.759 0.043 -0.907
O -1.737 -5.060 0.563
O -4.301 -1.845 2.744
O -2.932 -0.238 2.029
N -2.269 -2.572 -1.127
N -3.994 0.655 -2.089
N 3.846 5.247 2.255
C 2.384 -0.805 0.035
C -3.322 -1.577 2.128
C 0.209 -2.814 -0.596
C -3.065 1.544 -2.806
C 1.510 -2.720 -1.400
C -0.990 -3.147 -1.500
C -2.915 -3.094 0.047
C 5.436 3.546 1.473
C 4.859 6.150 2.763
C -2.828 -4.661 0.099
C 1.425 1.307 -0.369
C -2.405 -2.549 1.433
C -2.363 -1.146 -1.283
C 2.678 -2.154 -0.594
C -4.222 1.096 -0.709
C 4.018 4.039 1.651
C -3.541 -0.714 -2.170
H 0.320 -3.554 0.194
H -2.040 -0.152 2.387
H -2.138 1.038 -3.084
H 3.291 -0.342 0.444
H -1.073 -4.225 -1.613
H -0.753 -2.758 -2.496
H -2.831 2.422 -2.206
H 2.980 -2.833 0.207
H 6.013 4.235 0.855
H -1.482 -0.796 -1.833
H 1.302 1.267 0.716
H 0.481 1.644 -0.798
H 1.353 -2.096 -2.280
H 5.398 2.579 0.981
H 2.879 5.516 2.343
H -4.819 0.357 -0.180
H 2.203 2.040 -0.576
H 0.036 -1.817 -0.185
H -2.329 -3.407 2.094
H -1.435 -2.071 1.337
H 1.708 -0.947 0.890
H 5.849 5.737 2.604
H -3.298 1.244 -0.142
H 4.799 7.114 2.256
H 3.553 -2.052 -1.244
H 5.933 3.433 2.438
H 1.788 -3.723 -1.734
H -2.361 -0.596 -0.341
H 4.719 6.315 3.833
H -3.526 1.890 -3.733
H -4.746 2.050 -0.739
*
```

=====

(8)
# C54H42ClCoP3Si

A molecular structure, C54H42ClCoP3Si in a non-equilibrium geometry (the ωB97M-V functional and the def2-TZVPD basis, OMol25).

**Energy relative to the best compared isomer or geometry (same formula, charge and spin)**: 269.3 kJ/mol
**HOMO-LUMO gap (alpha / beta)**: 5.98 / 7.03 eV
**DFT total energy**: -142567.099 eV
**Molecular weight**: 906.32 g/mol
**Maximum force**: 0.020 Eh/bohr

The geometry in ORCA input format:
```
! RIJCOSX wB97M-V def2-TZVPD def2/J DEFGRID3
* xyz 1 5
Co 0.048 -0.399 0.290
Cl 1.440 -2.571 0.858
P 0.258 -0.403 2.708
P -2.257 -0.620 -0.407
P 0.482 2.138 0.059
Si 2.385 -0.253 0.222
C -2.113 -3.018 4.760
C 4.712 0.430 3.531
C 0.600 3.867 2.260
C 3.864 0.163 4.597
C -0.649 0.988 3.455
C 4.226 0.377 2.231
C -2.717 2.260 3.391
C -0.833 3.321 -0.374
C 2.700 1.096 -1.043
C 3.790 1.018 -1.911
C -4.262 -3.334 1.861
C 1.358 3.139 1.342
C -3.506 -1.404 0.633
C 3.364 4.087 2.307
C -4.270 1.327 -4.067
C 0.420 -3.120 -3.048
C -3.364 -2.744 0.980
C 0.575 -2.835 4.089
C 1.217 4.700 3.179
C 3.875 1.864 -3.012
C -2.905 1.477 -3.833
C -3.155 3.961 -0.539
C -5.292 -2.586 2.411
C -1.782 -2.932 -2.077
C -2.178 3.012 -0.250
C -1.432 5.559 -1.046
C -5.423 -1.239 2.087
C 1.772 2.878 -2.405
C -2.323 2.961 4.523
C -4.534 -0.650 1.201
C -3.109 0.191 -1.805
C 2.028 -0.158 3.065
C -2.329 0.915 -2.708
C -0.259 1.710 4.578
C 0.114 -3.915 4.828
C -1.883 1.281 2.869
C -0.912 -3.558 -2.940
C 2.856 2.768 -3.271
C -1.301 -1.866 -1.302
C 0.897 -2.094 -2.264
C 1.712 2.062 -1.283
C 0.033 -1.461 -1.367
C 2.888 0.073 1.980
C -5.046 0.602 -3.179
C -0.462 4.619 -0.748
C -2.782 5.228 -0.949
C 2.528 -0.131 4.365
C -1.653 -1.936 4.023
C -4.467 0.030 -2.048
C 2.601 4.808 3.211
C -1.230 -4.008 5.167
C 2.744 3.270 1.369
C -1.095 2.684 5.109
C -0.305 -1.832 3.689
H 4.720 1.791 -3.685
H -2.550 -3.330 0.570
H 1.083 -3.615 -3.747
H -1.588 -4.847 5.749
H 0.610 5.265 3.875
H 1.942 -1.808 -2.322
H -2.292 2.034 -4.529
H -2.204 0.738 1.990
H -4.201 3.700 -0.440
H 5.754 0.660 3.709
H -0.777 3.238 5.983
H -1.135 6.558 -1.340
H -4.146 -4.379 2.118
H 1.877 -0.351 5.204
H 3.081 5.462 3.929
H -3.162 -3.080 5.017
H -2.363 -1.171 3.728
H -2.823 -3.232 -2.028
H 0.993 3.600 -2.612
H -5.085 -0.544 -1.370
H -4.722 1.769 -4.945
H 3.359 2.754 0.647
H -3.669 2.468 2.917
H -2.971 3.719 4.946
H 4.912 0.556 1.407
H 4.443 4.172 2.311
H -6.105 0.471 -3.361
H 4.561 0.269 -1.760
H -6.222 -0.651 2.519
H -3.537 5.969 -1.178
H 1.620 -2.786 3.810
H -2.481 2.035 0.095
H 4.244 0.180 5.610
H 0.808 -4.687 5.136
H -5.992 -3.049 3.095
H -4.648 0.400 0.952
H -0.483 3.801 2.257
H 2.902 3.395 -4.152
H 0.706 1.541 5.037
H 0.584 4.899 -0.786
H -1.255 -4.377 -3.559
H -1.263 1.029 -2.543
*
```

=====

What is the molecular weight in the fifth record? 392.31 g/mol